# 1
Below is a molecular structure, C18H22BrN8NaS3, with properties calculated with the ωB97M-V functional and the def2-TZVPD basis.

Results
**Total charge**: -2
**Total energy**: -5068.18956 a.u.
**ΔE to the lowest compared entry with this formula, charge and spin**: 21.4 kJ/mol

```
53
Properties=species:S:1:pos:R:3:forces:R:3
Na -1.389 -0.298 -0.581 -0.316 -0.219 -0.053
N -1.065 -1.074 1.830 -0.007 0.040 -0.048
C -2.234 -0.415 2.417 0.151 -0.251 -0.083
C -2.029 1.086 2.380 0.040 0.311 0.206
N -1.582 1.562 1.082 0.011 0.188 -0.305
C -2.290 2.689 0.478 0.027 -0.072 0.083
C -2.870 2.340 -0.889 0.093 -0.025 -0.038
N -1.801 1.915 -1.791 -0.047 -0.076 0.054
H -1.108 -2.079 1.914 0.020 -0.006 0.049
H -0.199 -0.709 2.213 0.008 -0.048 0.070
H -2.428 -0.707 3.460 0.012 -0.027 0.022
H -3.099 -0.703 1.823 -0.096 0.023 0.005
H -1.291 1.360 3.147 -0.004 0.011 -0.016
H -2.972 1.571 2.652 -0.003 -0.006 0.011
H -0.593 1.800 1.132 -0.019 0.003 0.124
H -1.596 3.534 0.377 -0.020 0.017 -0.022
H -3.105 3.022 1.131 -0.005 0.012 -0.008
H -3.448 3.197 -1.267 0.006 0.016 0.005
H -3.557 1.497 -0.783 -0.025 -0.002 0.014
H -1.230 2.687 -2.107 -0.009 0.001 -0.023
H -2.149 1.389 -2.586 -0.002 -0.005 0.007
S -2.120 -1.572 -2.997 0.167 -0.001 -0.222
C -3.733 -2.215 -2.923 0.004 0.154 0.253
C -4.170 -2.954 -4.070 -0.039 -0.101 -0.073
N -4.492 -3.556 -5.002 0.011 0.037 0.003
C -4.594 -2.068 -1.862 0.108 -0.089 -0.234
S -4.251 -1.239 -0.385 -0.037 0.071 0.151
C -5.899 -2.661 -1.976 -0.056 0.010 0.030
N -6.956 -3.122 -2.045 0.011 -0.001 0.017
Br 5.332 -1.035 -2.820 -0.052 0.010 0.011
C 3.525 -0.881 -2.226 0.109 -0.032 -0.039
C 3.175 0.138 -1.368 -0.019 0.074 0.041
C 1.849 0.187 -0.953 0.117 0.077 -0.095
N 0.931 -0.700 -1.323 -0.036 0.105 -0.119
C 1.288 -1.657 -2.179 0.085 -0.083 0.087
C 2.584 -1.792 -2.664 -0.114 -0.054 0.026
H 3.873 0.883 -1.012 0.004 -0.016 -0.036
H 1.535 1.010 -0.322 -0.101 -0.053 0.100
H 0.500 -2.338 -2.488 -0.012 0.043 -0.007
H 2.834 -2.585 -3.353 0.012 0.008 -0.002
C 5.834 0.350 1.400 0.011 0.021 -0.004
C 4.403 0.410 1.858 -0.075 0.041 0.032
C 3.798 -0.670 2.493 0.044 0.005 -0.024
C 2.460 -0.507 2.802 -0.067 0.050 -0.002
N 1.766 0.589 2.539 0.072 -0.125 0.015
C 2.427 1.614 1.932 0.042 0.360 -0.167
S 1.573 3.053 1.520 0.092 -0.286 0.117
N 3.747 1.528 1.590 -0.073 -0.113 0.085
H 6.377 -0.470 1.872 -0.009 0.001 0.000
H 6.331 1.295 1.618 -0.001 -0.009 -0.007
H 5.866 0.202 0.317 0.013 -0.006 0.014
H 4.329 -1.587 2.712 0.006 0.002 -0.008
H 1.913 -1.316 3.283 -0.030 0.015 0.002
```
Forces are in eV/Å.

Results of the natural (NBO) charge analysis, in e, for atoms 1 through 4:
1 Na 0.843
2 N -0.874
3 C -0.230
4 C -0.220

***

# 2
Below is a single CHN2P molecule, with properties calculated with the ωB97M-V functional and the def2-TZVPD basis.

Results
**Total energy**: -489.49546 a.u.
**ΔE to the lowest compared entry with this formula, charge and spin**: 0.0 kJ/mol
**Structure (SMILES)**: [H]/P=N/C#N

```
5
Properties=species:S:1:pos:R:3:forces:R:3
H 1.152 -1.912 1.049 -0.886 0.949 -1.878
P 0.516 -1.309 -0.308 0.816 -0.954 1.478
N 0.088 0.088 0.197 -0.018 0.750 0.758
C -0.556 1.151 -0.261 1.669 -3.332 0.550
N -1.201 1.983 -0.677 -1.581 2.588 -0.908
```
Forces are in eV/Å.

Results of the natural (NBO) charge analysis, in e, for atoms 1 through 4:
1 H -0.087
2 P 0.939
3 N -0.917
4 C 0.398

***

# 3
Below is a molecular structure, C3H2Li2O3Pt, with properties calculated with the ωB97M-V functional and the def2-TZVPD basis.

Results
**Spin multiplicity**: 3
**Total charge**: +2
**Total energy**: -474.74270 a.u.
**ΔE to the lowest compared entry with this formula, charge and spin**: 0.0 kJ/mol

```
11
Properties=species:S:1:pos:R:3:forces:R:3
C 1.070 -0.957 0.748 -5.159 3.787 -3.288
C 0.545 0.082 -0.263 0.963 -2.238 2.099
O 2.258 -1.269 0.818 3.882 -0.654 0.656
H 0.291 -1.306 1.426 0.072 -0.663 -0.027
H 1.120 0.979 -0.501 -0.057 -0.174 -0.289
Li 3.233 -2.521 -0.071 0.020 -0.474 -0.251
Li 3.272 -0.021 1.713 0.217 0.307 0.395
O -0.682 -0.081 -0.689 4.082 -0.878 0.160
C -1.744 0.957 -0.880 0.429 -6.995 -6.300
O -2.128 1.970 -0.561 -0.244 11.053 0.310
Pt -2.444 0.537 0.716 -4.206 -3.072 6.536
```
Forces are in eV/Å.

Results of the natural (NBO) charge analysis, in e, for atoms 1 through 4:
1 C 0.251
2 C 0.143
3 O -0.947
4 H 0.190

***

# 4
Below is 3 unconnected molecules or ions with the total composition C24H39BF7N2O4, with properties calculated with the ωB97M-V functional and the def2-TZVPD basis.

Results
**Total charge**: -1
**Total energy**: -2072.33568 a.u.

```
77
Properties=species:S:1:pos:R:3:forces:R:3
O 0.963 -7.337 1.550 -0.390 -0.064 -0.670
C 0.646 -6.749 0.548 -0.198 0.456 -0.049
O 0.989 -5.404 0.395 -1.063 -1.582 -0.098
C 0.002 -4.508 0.973 -1.262 2.492 -0.247
C -1.543 -4.899 0.875 0.866 -0.023 -0.532
O -1.777 -4.698 -0.520 -0.106 -1.024 0.852
B -1.238 -3.345 -0.688 -0.931 0.110 0.348
C -1.072 -2.757 -2.229 -0.132 -1.125 0.565
F -2.350 -2.489 -2.760 1.717 0.320 0.204
F -0.316 -1.570 -2.094 -0.925 -0.910 -0.930
C -0.347 -3.740 -3.234 0.260 0.665 -0.131
F -1.246 -4.462 -4.002 1.037 0.619 1.202
F 0.443 -4.585 -2.470 -1.118 0.658 -1.349
C 0.648 -3.039 -4.256 0.584 -1.410 0.267
F 0.170 -1.904 -4.820 0.779 -1.231 0.696
F 0.913 -3.952 -5.269 -0.131 1.430 0.954
F 1.836 -2.833 -3.591 -1.468 0.449 -1.322
O -0.032 -3.326 0.176 0.826 -0.967 0.681
C -0.085 -7.402 -0.660 -0.361 -0.636 -2.059
C 0.704 -7.570 -1.883 -1.324 -0.261 -0.094
C 0.169 -8.124 -3.117 -1.159 0.238 2.124
C -1.230 -8.546 -3.146 1.261 1.035 1.913
C -2.031 -8.393 -1.926 1.544 0.480 -0.105
C -1.476 -7.830 -0.683 1.199 -0.352 -1.966
H 0.351 -4.228 2.006 -0.299 -0.444 -0.915
H -2.090 -4.091 1.443 0.500 -0.749 -0.165
H -1.844 -5.911 1.271 0.331 0.931 -0.634
H -2.139 -2.629 -0.284 0.058 0.767 0.342
H 1.761 -7.223 -1.884 -0.931 -0.255 0.061
H 0.855 -8.193 -3.996 -0.900 0.007 0.818
H -1.631 -8.942 -4.102 0.058 0.297 0.998
H -3.110 -8.691 -1.955 1.186 0.338 0.109
H -2.124 -7.707 0.208 0.554 -0.142 -0.841
C 2.971 3.366 1.727 0.000 0.031 -0.010
C 3.170 2.091 0.916 -0.167 0.154 -0.056
N 2.013 1.211 0.906 0.014 -0.204 0.152
C 2.297 -0.103 0.333 0.041 -0.283 0.095
C 2.672 -0.168 -1.149 -0.013 -0.073 -0.171
C 0.757 1.810 0.481 -0.105 0.254 0.176
C 0.699 2.424 -0.920 -0.235 0.045 -0.151
H 2.710 3.138 2.764 -0.076 -0.021 -0.068
H 3.899 3.945 1.735 -0.032 -0.036 -0.014
H 2.196 4.008 1.304 0.001 -0.015 0.031
H 4.013 1.554 1.362 -0.106 -0.188 -0.109
H 3.480 2.370 -0.102 0.111 0.069 -0.021
H 1.442 -0.763 0.506 -0.041 0.138 -0.028
H 3.116 -0.551 0.907 0.017 0.174 0.077
H 1.800 -0.049 -1.790 0.057 0.004 -0.006
H 3.097 -1.149 -1.376 -0.068 0.018 0.037
H 3.418 0.580 -1.428 -0.015 0.016 0.044
H 0.486 2.588 1.205 0.136 0.011 0.014
H -0.044 1.071 0.576 0.225 -0.152 -0.029
H 1.591 3.004 -1.164 0.027 -0.023 0.038
H -0.158 3.102 -0.986 0.029 -0.011 0.006
H 0.557 1.663 -1.686 0.101 0.041 -0.016
C -1.456 8.341 3.724 -0.011 -0.016 0.043
C -1.484 7.812 2.296 -0.078 -0.078 0.162
N -0.545 6.730 2.047 0.270 -0.018 -0.178
C -0.414 6.402 0.632 0.086 0.137 -0.146
C -1.640 5.836 -0.088 -0.017 -0.156 -0.158
C -0.637 5.583 2.942 -0.002 0.054 0.330
C -1.971 4.835 3.006 -0.012 -0.248 0.067
H -0.458 8.691 3.996 -0.014 -0.099 -0.014
H -2.143 9.186 3.816 0.024 -0.043 -0.037
H -1.774 7.589 4.449 0.038 0.019 -0.012
H -1.234 8.650 1.637 0.064 -0.179 -0.149
H -2.516 7.521 2.052 -0.086 0.078 0.002
H 0.420 5.704 0.503 -0.050 -0.026 0.174
H -0.103 7.310 0.104 -0.043 0.080 0.149
H -1.809 4.790 0.165 -0.075 0.052 0.022
H -1.483 5.877 -1.169 0.019 0.007 0.044
H -2.551 6.400 0.127 0.042 -0.011 0.034
H -0.386 5.918 3.954 -0.041 0.116 -0.082
H 0.156 4.870 2.696 -0.017 0.137 -0.206
H -2.830 5.508 3.029 0.031 0.029 -0.021
H -2.008 4.230 3.915 0.009 0.030 -0.039
H -2.088 4.149 2.168 -0.098 0.067 -0.005
```
Forces are in eV/Å.

Results of the Mulliken charge analysis, in e, for atoms 1 through 4:
1 O -0.574
2 C -0.042
3 O -0.221
4 C -0.039